Record 1
This record from the OMol25 dataset describes the molecule C6H13N3. The level of theory is ωB97M-V/def2-TZVPD.

Geometry (Å):
1 C -0.2768 -0.9353 2.1350
2 N 0.4888 -0.4175 0.9880
3 C 1.9304 -0.4792 1.2208
4 N 2.5206 0.3322 0.1515
5 C 1.5194 1.0100 -0.2891
6 C 0.2696 0.8728 0.3557
7 C -0.9671 0.8682 -0.4850
8 C -0.7424 -0.0475 -1.7704
9 N -1.9641 -0.0669 -2.5721
10 H -0.1806 -0.4236 3.1084
11 H -1.3354 -1.0418 1.8617
12 H 0.0171 -2.0837 2.1529
13 H 2.2759 0.0340 2.2071
14 H 2.2068 -1.6459 1.3485
15 H 1.7549 1.7010 -1.0613
16 H 0.2670 1.7835 1.1092
17 H -1.1909 1.8453 -0.7130
18 H -1.7684 0.4440 0.1096
19 H -0.5319 -1.0355 -1.3700
20 H 0.0437 0.3781 -2.4503
21 H -2.5270 -0.9978 -2.2320
22 H -1.8098 -0.0944 -3.8052

Force components x, y, z for each atom (eV/Å):
0.043 -2.326 -1.497
0.438 -0.282 1.580
0.494 -1.560 1.617
-1.300 -0.568 -0.008
4.117 -0.064 -1.052
-1.816 0.267 2.946
0.909 -2.553 -0.904
-0.250 1.518 0.013
-1.956 -2.760 -3.099
0.253 -0.170 -0.347
0.118 0.532 0.138
-0.259 2.332 0.642
-0.617 -0.739 -1.109
-0.054 2.720 -0.725
-0.224 0.757 -0.659
-0.340 -1.308 -0.791
-0.848 2.198 -0.955
-0.336 0.002 -0.020
0.721 -0.036 -0.315
-0.249 -0.585 1.091
1.572 3.011 -1.804
-0.416 -0.385 5.256

2S+1 ... 1
F_max ... 0.10281 Eh/bohr
Energy relative to the best compared isomer or geometry (same formula, charge and spin) ... 3.351 eV
Total energy ... -10900.0612 eV

---

Record 2
This record from the OMol25 dataset describes the molecule C3H4N4. The level of theory is ωB97M-V/def2-TZVPD.

Geometry (Å):
1 N -0.2218 -0.0867 -2.0153
2 C -0.1263 0.2212 -0.6662
3 C -1.0325 -0.2636 0.2887
4 N -0.7087 -0.2872 1.5601
5 C 0.5199 0.1826 1.8156
6 N 1.2836 0.8674 0.9801
7 N 0.9315 0.9231 -0.2942
8 H -0.2348 -1.0990 -2.0518
9 H 0.6659 0.2202 -2.4023
10 H -2.0118 -0.6321 -0.0042
11 H 0.9349 -0.0458 2.7895

Force components x, y, z for each atom (eV/Å):
0.129 -0.051 0.056
0.279 -0.036 0.399
-0.296 0.041 -0.048
0.336 -0.097 -0.274
0.073 -0.014 0.215
-0.112 0.068 0.317
0.011 -0.299 0.244
-0.284 -0.056 -0.522
-0.156 0.040 -0.434
0.067 0.022 -0.014
-0.045 0.382 0.061

2S+1 ... 1
F_max ... 0.01162 Eh/bohr
Energy relative to the best compared isomer or geometry (same formula, charge and spin) ... 1.975 eV
Total energy ... -9134.8824 eV

---

Record 3
This record from the OMol25 dataset describes the molecule C6H14NO2P. The level of theory is ωB97M-V/def2-TZVPD.

Geometry (Å):
1 C 0.9794 0.4013 -2.0149
2 C 1.4215 -0.2156 -0.9163
3 C 2.1335 0.5187 0.1295
4 C 1.2706 1.4916 1.0254
5 N 0.0662 0.9261 1.5326
6 P -0.5981 -0.3151 0.6116
7 O -1.4718 0.6102 -0.4880
8 C -2.1334 0.2050 -1.6403
9 O -1.8712 -0.7710 1.6701
10 C -2.7338 -1.9014 1.5006
11 H 0.8676 0.0055 -3.0592
12 H 0.7930 1.4604 -2.0502
13 H 1.7647 -1.2252 -0.9020
14 H 2.5241 -0.2766 0.8130
15 H 3.0250 1.1144 -0.2827
16 H 1.8984 1.8103 1.9126
17 H 1.0639 2.3477 0.4778
18 H -0.1768 1.0899 2.3703
19 H -2.0775 1.1583 -2.2567
20 H -3.1012 0.2087 -1.3568
21 H -1.8197 -0.6934 -2.1335
22 H -3.0794 -2.2523 2.4096
23 H -2.1594 -2.7865 1.1396
24 H -3.5725 -1.7310 0.8352

Force components x, y, z for each atom (eV/Å):
0.161 -0.315 -1.727
1.086 0.573 -2.562
0.899 1.173 2.831
2.424 -0.911 1.320
1.194 -2.839 -7.723
-2.872 -0.762 0.129
1.763 -0.246 2.271
1.835 2.791 -1.059
0.511 0.655 -0.031
2.228 -0.297 -2.073
-0.214 -0.405 1.439
0.078 0.432 0.477
-0.519 -0.853 -0.522
0.013 0.839 -0.278
-1.313 -0.904 0.563
-0.481 -0.291 -1.021
-0.379 1.811 -1.206
-2.363 1.479 7.470
0.202 -1.532 -0.231
-3.622 -0.847 0.463
0.428 -0.434 -0.220
-0.809 -0.032 2.181
-0.198 0.579 -0.293
-0.052 0.337 -0.197

2S+1 ... 1
F_max ... 0.16168 Eh/bohr
Energy relative to the best compared isomer or geometry (same formula, charge and spin) ... 2.740 eV
Total energy ... -21320.4510 eV

---

Record 4
This record from the OMol25 dataset describes a structure of composition C12H26B2BaF8O8. The level of theory is ωB97M-V/def2-TZVPD.

Geometry (Å):
1 Ba 1.0813 0.5424 0.5724
2 B 5.2398 2.8549 -2.1155
3 F 5.9384 3.9555 -1.6185
4 F 6.0411 1.7574 -2.0981
5 F 4.1505 2.5482 -1.2742
6 F 4.7339 2.9945 -3.4378
7 B 2.1196 2.0505 4.3954
8 F 1.3422 2.0195 5.5192
9 F 1.4765 2.8069 3.4791
10 F 3.3182 2.7040 4.6156
11 F 2.4145 0.7812 3.8605
12 C 3.5237 -4.4794 0.2685
13 C 4.1499 -3.4485 -0.7602
14 O 5.0992 -3.6950 -1.5763
15 O 3.7741 -2.2528 -0.6842
16 H 4.2528 -5.2559 0.4997
17 H 2.7539 -4.9802 -0.3186
18 H 3.0632 -3.8854 1.0579
19 C -1.1688 1.0924 -4.8445
20 C 0.1769 0.4126 -4.6958
21 O 0.8452 -0.0272 -5.5841
22 O 0.5579 0.3771 -3.5485
23 H -1.9400 0.4205 -5.2212
24 H -1.0336 1.9761 -5.4681
25 H -1.7134 1.4766 -3.9821
26 C -1.3201 -1.1195 4.1836
27 O -1.0552 -1.7743 2.9171
28 C -0.6841 -3.1361 2.8771
29 C -1.2248 -3.6224 1.5449
30 O -0.8540 -2.7053 0.4979
31 C -1.0466 -3.3501 -0.7461
32 H -0.6830 -1.3880 5.0263
33 H -2.3062 -1.5125 4.4311
34 H -1.4466 -0.0471 4.0350
35 H -1.0581 -3.6340 3.7716
36 H 0.3982 -3.0237 2.9412
37 H -2.2932 -3.4471 1.6711
38 H -1.0623 -4.6926 1.4169
39 H -1.9745 -3.8904 -0.9337
40 H -0.4254 -4.2457 -0.7374
41 H -0.7337 -2.8505 -1.6629
42 C -0.8595 4.3591 -1.5358
43 O -1.3473 3.2795 -0.6598
44 C -2.6254 3.4988 -0.1350
45 C -3.0852 2.2409 0.6220
46 O -2.8327 1.0656 -0.0930
47 C -3.9310 0.4480 -0.7947
48 H 0.0734 3.9627 -1.9368
49 H -0.6900 5.2873 -0.9901
50 H -1.5142 4.5455 -2.3871
51 H -3.3846 3.6582 -0.9006
52 H -2.6864 4.2217 0.6785
53 H -4.0311 2.1541 1.1567
54 H -2.5150 2.2686 1.5506
55 H -4.5112 1.0511 -1.4932
56 H -4.7784 0.1926 -0.1585
57 H -3.7093 -0.5401 -1.1978

Force components x, y, z for each atom (eV/Å):
0.852 -0.310 -0.709
-0.548 -0.648 -0.738
-0.133 0.672 -0.197
1.369 -1.076 -0.006
-1.197 0.349 0.873
0.211 0.841 0.370
1.692 0.449 0.644
-0.620 -0.759 1.163
-1.980 0.825 -2.759
0.952 0.040 0.691
-0.587 -0.931 -0.521
0.400 0.557 -2.070
2.665 1.455 -1.239
-1.513 -2.016 1.531
-2.112 0.505 1.340
-0.003 0.266 0.556
-0.361 -0.109 0.126
0.297 -0.434 0.249
-1.519 0.630 -0.983
-1.019 0.616 0.991
0.564 -1.000 -4.528
0.835 0.101 5.899
0.165 -0.123 -0.936
-0.255 -0.145 -0.600
0.865 -0.062 0.836
-1.250 -1.583 -0.701
-0.235 2.364 0.340
1.051 1.527 0.072
-0.857 1.265 1.018
0.018 -0.773 -0.049
1.098 -2.154 -0.746
0.610 0.226 -0.365
-0.336 0.206 0.542
0.537 -0.142 -0.087
-0.201 -0.564 -0.245
0.357 -1.209 -0.161
-0.439 -0.481 -0.124
0.516 0.121 -0.654
-1.054 0.953 0.462
0.757 -0.067 -0.066
-0.123 0.903 0.579
0.079 -1.191 0.445
0.212 1.010 -0.343
-1.569 -1.137 0.561
0.866 -0.397 0.632
-0.368 -1.402 -0.820
-1.006 0.063 0.946
0.011 0.212 0.073
-0.026 -0.084 0.188
-0.335 -0.185 0.150
0.219 0.628 -0.404
0.246 0.927 -0.407
-0.999 0.875 -0.974
1.123 -0.655 -0.032
1.022 0.516 -0.705
0.128 0.029 1.197
0.927 0.505 -0.305

2S+1 ... 1
F_max ... 0.11588 Eh/bohr
Total charge ... -2
Energy relative to the best compared isomer or geometry (same formula, charge and spin) ... 4.935 eV
Total energy ... -53041.3177 eV